Record 1
{"formula": "C19H27NO4", "method": "wB97M-V/def2-TZVPD", "species": ["C", "H", "H", "C", "O", "O", "H", "H", "C", "H", "C", "H", "C", "C", "H", "N", "H", "C", "H", "H", "H", "H", "H", "C", "O", "H", "C", "H", "H", "C", "H", "H", "C", "C", "C", "O", "C", "H", "C", "H", "C", "H", "H", "C", "H", "C", "C", "H", "H", "H", "H"], "coordinates": [[-1.583, 0.983, -0.448], [-3.862, 2.412, -0.852], [0.183, -2.565, 2.355], [4.262, 2.691, -3.025], [-0.410, -1.617, 0.169], [3.378, -2.376, 2.275], [3.994, -3.387, 0.108], [-6.107, 1.000, 2.516], [2.283, -2.434, 1.764], [1.082, -2.872, 0.190], [-0.205, 0.784, 0.187], [1.413, -2.235, -2.363], [3.292, 0.572, -2.538], [-2.686, 1.291, 0.570], [5.084, 0.907, -1.388], [2.021, -2.977, 0.560], [-2.399, 2.189, 1.132], [-5.120, 1.905, 0.823], [-4.280, 0.701, -0.748], [-1.527, 1.808, -1.160], [-0.018, 1.501, 0.986], [-3.136, -0.766, 1.012], [-4.155, -0.370, 3.232], [4.217, -0.991, -0.966], [3.236, 1.749, -3.223], [4.024, 3.528, -3.680], [3.201, -1.895, -1.228], [1.239, -1.651, 3.494], [4.293, 3.042, -1.988], [-4.017, 0.467, 2.545], [-1.840, 0.077, -1.001], [-5.627, -0.140, 1.255], [4.275, 0.231, -1.616], [2.262, -0.333, -2.801], [-5.318, 0.754, 1.803], [0.684, -0.614, 1.851], [-0.015, -0.614, 0.716], [-3.739, 1.343, 3.137], [-2.894, 0.146, 1.562], [-1.973, -0.035, 2.121], [1.023, -1.870, 2.448], [1.505, -0.055, -3.517], [4.973, -1.237, -0.236], [3.070, -3.167, -0.429], [0.568, 0.914, -0.578], [2.220, -1.549, -2.154], [-4.000, 1.578, -0.161], [5.240, 2.285, -3.300], [-4.864, 2.811, 1.376], [-6.046, 2.096, 0.278], [2.798, -4.013, -1.063]], "homo_ev": -8.50, "de_lowest_kcal_mol": 14.3, "smiles": "COc1ccc(CNC(=O)COC(=O)CCC2CCCCC2)cc1", "energy_ha": -1095.95381, "lumo_ev": 0.78, "spin_multiplicity": 1, "orbital_gap_ev": 9.281}

***

Record 2
{"formula": "C5H9GdNaO4", "method": "wB97M-V/def2-TZVPD", "species": ["H", "H", "O", "C", "H", "C", "H", "C", "C", "H", "H", "H", "H", "Na", "Gd", "O", "O", "O", "H", "C"], "coordinates": [[0.653, -3.379, 2.083], [2.219, -2.522, 2.196], [-0.565, 0.424, -0.235], [1.219, -0.272, 1.147], [2.318, -0.287, 1.240], [-1.160, 0.982, -1.401], [-2.871, 0.816, -2.606], [0.833, 0.428, -0.135], [1.124, -2.396, 2.200], [0.811, -1.948, 3.157], [1.238, 1.458, -0.125], [1.295, -0.105, -0.986], [-1.192, 3.795, -1.315], [-1.491, -1.594, 0.264], [-0.065, 2.300, -3.352], [-2.875, -0.715, -1.248], [0.709, -1.596, 1.111], [-0.683, 4.027, -2.242], [0.802, 0.261, 2.019], [-2.318, 0.324, -1.774]], "homo_ev": [-11.98, -10.60], "de_lowest_kcal_mol": 0.0, "charge": 1, "energy_ha": -1424.54316, "s2": 16.79, "lumo_ev": [-4.14, -4.64], "spin_multiplicity": 8, "orbital_gap_ev": [7.842, 5.957]}